Entry from the OMol25 dataset: C14H15N3O2S2 in the gas phase at a distorted geometry (wB97M-V/def2-TZVPD).

Total energy = -44994.6589 eV
E_HOMO = -8.37 eV
Multiplicity = 1
Energy relative to the best compared isomer or geometry (same formula, charge and spin) = 232.2 kJ/mol
Orbital gap = 8.4 eV

```
36
Properties=species:S:1:pos:R:3:forces:R:3
C -2.79724 -3.69473 -0.82591 0.3250 1.0032 0.3450
H -0.45085 -2.67187 -3.94655 0.6447 0.0507 0.0932
N 1.92532 -0.01388 0.20051 -1.4930 -0.7609 -0.2020
C -0.03173 -1.19555 -0.69148 -0.2635 1.2887 -1.6254
H 0.67936 5.48922 2.88115 -0.1437 -0.3379 0.1833
S -1.55549 -0.53067 -2.78408 -0.3412 2.7956 -1.2000
C -2.59892 -3.90697 0.51563 -0.2416 -0.7693 -1.2602
H -1.33946 -4.07046 -3.38979 -0.3008 -0.0790 0.2988
H -0.58009 3.09103 2.52041 0.3678 -0.0581 -0.2898
C 1.37435 4.80937 3.38942 0.1454 0.0809 0.4158
H 0.78504 -1.56897 1.06080 0.5867 0.2114 0.3217
H -3.10729 -4.70369 1.06314 0.3298 0.5829 0.1559
N -2.04012 -2.17037 -2.65461 0.5443 0.8614 -0.5403
O -1.33082 -0.16141 -4.18796 0.4524 -1.7144 1.5972
S -1.34025 -2.94858 1.15187 0.1399 0.3860 -0.4295
C -1.05923 -2.17440 -0.39598 -0.9362 -0.3618 -0.0482
H -3.53844 -4.17769 -1.44736 -0.0077 -0.0821 0.1658
H 2.85976 -0.26836 -0.07586 -0.1786 -0.3315 0.1643
H -0.35711 1.14631 1.05128 0.1038 -0.1133 0.1409
O -2.55609 0.34687 -2.19240 0.7006 -1.7162 0.4482
C 1.54009 3.51120 2.62482 -0.5718 0.4116 -0.7901
C -1.96580 -2.62778 -1.33497 0.0770 -1.0408 1.0003
C -0.04632 -0.44676 -1.82834 -1.6408 -0.7543 -0.6928
C 0.42186 2.78439 2.19810 0.1747 -0.8372 0.0725
C 2.77049 3.08719 2.16038 0.4074 -1.4577 -0.2850
H 3.64346 3.65895 2.45594 0.1111 -0.1251 -0.2309
H 0.99667 4.57196 4.40591 0.1630 0.4334 -0.5010
H 3.89954 1.59687 1.04759 -0.0291 -0.0220 0.2104
C 2.91864 1.88311 1.41841 -0.5134 0.5994 -0.0389
C 0.55265 1.61396 1.41819 -0.9510 0.8236 0.4320
C 1.78664 1.12928 1.02859 0.7225 0.3691 0.2077
N 0.96141 -1.08601 0.19315 2.5489 1.1538 1.8948
C -1.43217 -3.03797 -3.69906 -0.2727 0.6036 -0.6584
H 0.69350 0.27055 -2.16619 -0.1463 -0.1981 0.2109
H -1.98395 -2.94628 -4.64019 -0.2035 -0.1878 0.3817
H 2.30256 5.41211 3.47545 -0.3098 -0.7080 0.0522
```
Positions in Å, forces in eV/Å.